Molecular formula: C25H40IN10O3
Method: DFT, wB97M-V/def2-TZVPD

```
79
Properties=species:S:1:pos:R:3
H -4.37 2.21 -0.36
N 5.16 -4.22 5.24
C -1.02 2.91 5.33
H -0.96 0.11 -1.77
H 1.54 -6.63 -1.98
H 1.86 2.71 -1.72
H -3.00 -3.45 -0.15
H 1.00 6.77 7.97
N -2.68 2.22 3.44
H -7.18 -0.90 2.61
H -1.88 -2.23 0.44
H 0.19 -7.49 -1.27
H 2.96 1.59 -4.70
H 2.25 -10.57 -2.65
H 0.18 3.90 -3.84
H -1.80 4.54 0.32
H -3.80 2.07 -2.00
C -1.29 3.05 -1.72
C 1.55 5.01 -2.71
C -2.35 -2.64 -0.45
N 2.24 -6.96 1.08
C -1.35 -3.11 -1.40
C 0.89 -6.67 -1.12
H -0.22 2.17 5.43
H -4.02 3.68 -1.26
H -0.90 4.04 -1.51
H 2.69 -9.95 -4.24
H -1.25 3.15 1.24
C 0.78 6.26 5.94
H 2.95 4.37 -1.53
O 4.76 2.37 -3.18
H 1.46 8.04 6.83
H -6.04 0.34 3.18
C 3.96 1.55 -2.86
N -4.73 -0.92 0.63
H 5.11 -4.79 2.14
H -2.01 1.62 -0.30
C 1.20 2.50 -2.55
C 0.81 0.25 -2.69
H 3.01 0.00 -3.99
H -0.56 3.88 5.10
H 3.88 -5.84 2.84
O 2.80 5.06 -2.19
H 2.67 -8.87 -2.85
C 0.77 -9.41 -3.59
C -6.53 -0.08 2.30
C -1.94 2.52 4.28
H 0.32 -5.75 -1.09
O 0.81 5.96 -2.67
C -2.07 3.53 0.63
H 3.52 -4.14 2.55
C 2.86 1.04 -3.78
N -0.33 -9.16 -3.79
H -1.82 3.12 -2.66
H 0.85 -1.83 -2.87
I 4.03 0.70 -0.88
C 2.17 -9.72 -3.32
C 0.75 7.24 7.02
C -3.70 2.65 -1.09
N -0.38 0.72 -2.33
H 0.20 1.95 -0.79
C -0.13 2.10 -1.81
C -5.52 -0.55 1.37
C 4.78 -4.49 4.20
N 0.82 5.50 5.09
C 1.65 -6.84 0.11
C 4.30 -4.83 2.87
H -2.96 3.53 1.23
C 1.17 3.74 -3.44
H -2.97 -1.87 -0.89
H -7.14 0.70 1.85
N 1.27 -0.99 -2.50
H -1.54 2.98 6.28
N -0.56 -3.48 -2.14
H 1.83 3.61 -4.28
N 1.52 1.26 -3.25
C -2.27 2.64 -0.60
H -0.25 7.67 7.10
H 2.04 -1.12 -1.86
```

The value obtained for the frontier orbital gap is 9.43 eV. For the total energy, the calculation gives -55709.7589 eV. The calculation puts the maximum force at 0.044 Eh/bohr. Its charge is +1.